# 1
Computed, not measured: C21H34N9O3SV as an isolated structure, with ωB97M-V with the def2-TZVPD basis set.

Summary:
**E_HOMO (spin up / spin down)**: -0.3043 / -0.2852 Eh
**ΔE to the lowest compared entry with this formula, charge and spin**: 0.00 kJ/mol
**Multiplicity**: 2
**Orbital gap (spin up / spin down)**: 0.23928 / 0.22022 Ha
**Total charge**: +1
**⟨S²⟩**: 0.76

Geometry as XYZ:
```
69
Properties=species:S:1:pos:R:3:forces:R:3
V -0.593373 -0.386870 0.503409 0.67 0.00 -0.75
C 0.271031 -2.918942 -0.472077 0.03 -0.19 0.09
C -0.935987 -3.390678 0.325879 0.05 0.08 -0.02
N -1.766113 -2.218581 0.691683 -0.11 -0.49 -0.06
C -2.303598 -2.270875 2.060446 0.11 0.04 0.05
C -1.174077 -1.983976 3.054096 -0.12 -0.02 -0.16
N -0.254794 -0.936890 2.546391 0.15 -0.05 0.61
C 1.162012 -1.299883 2.694814 0.01 -0.06 -0.17
C 1.593021 -2.211365 1.525615 -0.02 0.08 0.13
N 0.934425 -1.824323 0.260166 0.45 -0.41 -0.28
H -0.065865 -2.489808 -1.416206 0.04 -0.04 -0.06
H 0.937405 -3.763557 -0.693193 0.00 0.01 0.07
H -0.607784 -3.881336 1.242693 -0.04 -0.05 -0.01
H -1.503262 -4.129051 -0.243289 -0.02 0.01 0.01
H -2.518514 -2.120878 0.018259 0.01 0.04 0.01
H -2.761381 -3.238977 2.287372 -0.01 0.00 0.02
H -3.076395 -1.508523 2.146583 0.01 0.01 -0.04
H -0.593513 -2.892313 3.223529 0.02 0.01 0.01
H -1.597029 -1.689763 4.015090 0.01 -0.03 0.01
H -0.485362 -0.052830 2.999471 0.08 -0.04 0.12
H 1.359847 -1.812630 3.642470 0.02 0.03 0.02
H 1.739803 -0.379127 2.696860 0.01 0.03 -0.01
H 1.338333 -3.246096 1.759655 -0.01 0.00 -0.03
H 2.683416 -2.186868 1.436941 -0.02 -0.01 -0.03
H 1.573331 -1.362076 -0.393175 0.09 -0.10 0.02
N -0.797624 4.504839 0.376221 0.05 0.03 -0.02
C -1.991110 4.898836 -0.168097 -0.07 -0.04 0.04
C -2.389554 3.861790 -0.962092 0.02 0.03 0.02
N -1.473177 2.847040 -0.915951 0.12 0.09 -0.12
C -0.531971 3.253746 -0.106770 -0.15 -0.04 0.04
C 0.696141 2.538109 0.216033 0.04 0.07 -0.02
N 0.883760 1.238275 0.395851 -0.04 0.36 -0.10
C 2.237227 1.093837 0.627318 0.07 -0.02 0.00
C 2.857070 2.296511 0.608558 -0.02 0.01 0.00
N 1.863693 3.207322 0.344196 0.08 0.01 0.07
H -0.284196 5.013992 1.075013 0.00 -0.06 0.04
H -2.438845 5.847881 0.066711 0.00 0.01 -0.02
H -3.274302 3.784730 -1.570590 -0.01 0.03 0.00
H 2.704296 0.139997 0.779617 -0.06 -0.07 -0.03
H 3.884249 2.578721 0.751568 0.00 0.02 -0.01
H 1.997372 4.192361 0.191872 -0.05 0.00 -0.05
O 2.332086 -0.467379 -1.982181 0.07 -0.19 0.13
S 3.381590 -0.931704 -2.953971 -0.03 0.07 0.09
C 4.343702 -2.236964 -2.098759 0.04 0.05 -0.13
C 5.807686 -1.820852 -2.134807 -0.01 0.03 0.01
C 5.806870 -0.315590 -1.884260 0.03 0.00 -0.01
C 4.772738 0.253544 -2.847152 -0.01 -0.08 0.00
H 4.140221 -3.198095 -2.566790 -0.03 0.00 0.02
H 3.947264 -2.230073 -1.081133 -0.02 -0.01 0.00
H 6.232297 -2.031364 -3.119085 0.02 -0.02 0.01
H 6.396362 -2.369393 -1.399711 -0.01 -0.01 0.00
H 6.789688 0.126672 -2.046005 -0.01 0.02 0.01
H 5.515045 -0.106947 -0.851731 -0.01 -0.02 0.00
H 5.173101 0.352591 -3.856975 0.01 0.01 0.00
H 4.332807 1.201355 -2.541502 -0.04 0.00 -0.04
C -4.792598 2.346754 2.759354 0.01 0.00 0.02
N -4.131924 1.695565 1.636444 0.00 0.05 -0.09
C -4.767112 1.502647 0.441460 0.00 0.00 0.04
C -4.193381 0.866641 -0.598140 0.06 0.02 -0.11
C -2.845185 0.395261 -0.415741 -0.20 0.18 0.12
O -2.162505 -0.258411 -1.235384 0.27 0.04 0.08
N -2.235457 0.627876 0.778631 -1.52 0.58 0.48
C -2.829047 1.240523 1.829506 -0.03 0.06 -0.14
O -2.281010 1.383245 2.922792 0.05 -0.03 0.08
H -5.756253 2.726146 2.429309 0.00 -0.01 -0.01
H -4.180602 3.166940 3.127420 0.00 0.01 -0.01
H -4.937701 1.642614 3.577361 0.00 0.00 0.00
H -5.773224 1.896583 0.386843 -0.01 -0.01 0.02
H -4.710116 0.720614 -1.533549 -0.01 0.00 0.01
```
Positions in Å, forces in eV/Å.

=====

# 2
Computed, not measured: one molecule with the formula C25H35N3O3, with ωB97M-V with the def2-TZVPD basis set.

Summary:
**Structure (SMILES)**: COc1cc(CNc2ccc(N3CCCCC3)cc2)ccc1OCC(=O)NC(C)(C)C
**E_HOMO**: -0.2516 Eh
**ΔE to the lowest compared entry with this formula, charge and spin**: 93.33 kJ/mol
**Orbital gap**: 0.27516 Ha

Geometry as XYZ:
```
66
Properties=species:S:1:pos:R:3:forces:R:3
C 2.991899 2.943053 2.938318 0.03 0.01 0.25
O 2.898873 2.736653 1.551878 -0.15 -0.22 -0.42
C 2.285581 1.601281 1.105581 0.13 0.19 -0.15
C 1.804631 0.585695 1.912088 0.06 0.10 0.00
C 1.216080 -0.549894 1.360370 0.06 -0.01 -0.21
C 0.733651 -1.657137 2.270183 -0.03 -0.01 -0.01
N -0.299157 -2.463332 1.663540 0.41 -0.46 0.09
C -1.618062 -2.031346 1.638276 -0.29 0.19 -0.06
C -2.646168 -2.961306 1.480931 0.05 0.07 -0.05
C -3.962671 -2.566165 1.404631 0.03 0.01 -0.05
C -4.326479 -1.216293 1.469893 0.33 0.01 0.10
N -5.676565 -0.863022 1.457986 -0.35 0.02 0.23
C -6.552082 -1.452192 0.466023 0.03 -0.10 -0.38
C -6.550953 -0.641507 -0.835957 -0.22 -0.03 0.18
C -6.976342 0.797018 -0.554899 0.28 0.00 -0.11
C -6.067739 1.399138 0.513802 -0.20 -0.09 0.14
C -6.074270 0.495356 1.752387 0.15 0.26 -0.02
C -3.292645 -0.292919 1.633003 -0.37 -0.02 -0.04
C -1.970336 -0.688200 1.719041 0.29 -0.23 0.09
C 1.113542 -0.656929 -0.012630 -0.03 -0.05 0.25
C 1.581586 0.356495 -0.836548 0.13 0.30 -0.03
C 2.164444 1.487800 -0.295422 -0.02 0.09 0.16
O 2.669396 2.542313 -1.013593 0.02 -0.02 0.32
C 2.647727 2.453545 -2.417908 -0.13 -0.05 -0.36
C 3.533974 1.326502 -2.975625 -0.16 0.45 0.42
O 3.305848 0.815778 -4.052953 -0.14 -0.12 -0.32
N 4.549226 1.018449 -2.155251 0.33 0.11 0.34
C 5.483140 -0.093248 -2.326400 0.12 -0.26 -0.22
C 6.409984 -0.092419 -1.112230 -0.19 0.04 -0.20
C 6.282742 0.112651 -3.614556 -0.13 -0.03 0.12
C 4.692960 -1.403337 -2.391341 0.06 0.17 -0.02
H 3.476238 3.910808 3.058978 -0.03 -0.07 0.05
H 2.004083 2.972490 3.409678 0.03 -0.02 -0.02
H 3.601475 2.171969 3.422485 -0.04 0.03 -0.02
H 1.883165 0.659862 2.985974 0.02 0.07 0.13
H 0.394953 -1.218077 3.222523 0.05 -0.04 -0.07
H 1.583465 -2.311638 2.493480 -0.14 0.03 0.04
H -0.207711 -3.456164 1.816230 0.02 0.15 0.04
H -2.403189 -4.014408 1.428078 0.01 -0.10 0.00
H -4.723389 -3.326953 1.316693 -0.07 -0.04 0.03
H -6.248180 -2.477041 0.260064 -0.09 0.02 0.07
H -7.566676 -1.472776 0.881618 0.02 -0.07 -0.04
H -5.541543 -0.650503 -1.254253 0.03 -0.04 -0.06
H -7.225413 -1.104745 -1.558311 0.03 -0.04 -0.06
H -6.930871 1.391487 -1.469915 -0.09 0.01 0.01
H -8.010362 0.805478 -0.199663 -0.08 0.03 -0.01
H -5.052127 1.475408 0.120996 0.06 0.06 0.00
H -6.407117 2.400506 0.785396 0.05 0.06 0.01
H -5.434215 0.896411 2.539327 -0.07 -0.02 0.02
H -7.097099 0.449656 2.147680 0.05 0.06 0.03
H -3.501403 0.763597 1.693004 -0.07 0.09 -0.02
H -1.206922 0.066214 1.830044 0.06 0.08 0.01
H 0.655916 -1.531712 -0.445525 -0.08 -0.09 -0.03
H 1.491259 0.243478 -1.904694 -0.01 0.02 -0.16
H 3.038259 3.411970 -2.773438 -0.07 -0.14 0.00
H 1.630641 2.329578 -2.808273 0.15 -0.07 0.03
H 4.602601 1.530368 -1.286459 -0.11 -0.02 -0.08
H 5.837729 -0.230877 -0.196601 -0.05 -0.03 0.13
H 7.130103 -0.902089 -1.192833 0.06 -0.08 -0.01
H 6.955407 0.846924 -1.047723 0.08 0.11 0.02
H 5.603328 0.162070 -4.460444 0.00 -0.01 -0.09
H 6.973941 -0.712232 -3.763519 0.12 -0.11 -0.01
H 6.847691 1.040874 -3.565327 0.09 0.09 0.01
H 4.028270 -1.386477 -3.250258 -0.06 -0.06 -0.06
H 5.370314 -2.247302 -2.487573 0.10 -0.12 0.00
H 4.095563 -1.528636 -1.490052 -0.04 -0.03 0.10
```
Positions in Å, forces in eV/Å.